The following is a quantum chemistry calculation of a molecular structure, C45H36Cl2NO8RhS3, from OMol25.

highest occupied orbital energy (spin up / spin down): -8.508 / -8.535 eV
spin multiplicity: 5
E_tot: -4618.5066 Eh
molecular weight: 988.79 g/mol

CARTESIAN COORDINATES (ANGSTROEM)
Rh1 1.3544 0.3764 -0.2201
C1 -1.2434 -6.0449 -4.3972
C2 -1.0801 -4.9791 -3.3503
C3 -1.8301 -5.0236 -2.1740
C4 -1.6715 -4.0652 -1.1902
C5 -0.7469 -3.0511 -1.3957
C6 0.0233 -2.9863 -2.5438
C7 -0.1564 -3.9536 -3.5225
S1 -0.5140 -1.8080 -0.1522
O1 -0.4899 -2.4439 1.1793
C8 -2.0253 -0.8491 -0.3252
C9 -2.4962 -0.6084 -1.6358
C10 -3.4840 0.2986 -1.8505
C11 -4.0341 1.0356 -0.7726
C12 -5.0342 2.0141 -0.9862
C13 -5.5527 2.7188 0.0595
C14 -5.0933 2.4755 1.3716
C15 -4.1334 1.5350 1.6082
C16 -3.5732 0.7876 0.5401
C17 -2.5518 -0.1960 0.7576
C18 -2.2228 -0.5222 2.1790
C19 -3.1489 -1.3529 2.8843
C20 -4.2464 -1.9699 2.2311
C21 -5.1103 -2.7682 2.9230
C22 -4.9282 -2.9901 4.3049
C23 -3.8827 -2.4079 4.9590
C24 -2.9683 -1.5779 4.2664
C25 -1.8844 -0.9600 4.9359
C26 -0.9958 -0.1886 4.2558
C27 -1.1585 0.0059 2.8631
S2 0.0073 1.0359 1.9815
O2 -0.4157 2.4387 2.0971
C28 1.4874 0.7576 2.9336
C29 2.1709 1.8729 3.3876
C30 3.3689 1.6892 4.0655
C31 3.8825 0.4151 4.2793
C32 5.1851 0.2164 5.0006
C33 3.1752 -0.6893 3.7972
C34 1.9832 -0.5309 3.1176
H1 -2.2552 -6.4489 -4.3958
H2 -0.5566 -6.8725 -4.2075
H3 -1.0267 -5.6578 -5.3922
H4 -2.5483 -5.8224 -2.0322
H5 -2.2413 -4.0993 -0.2696
H6 0.7502 -2.1906 -2.6676
H7 0.4345 -3.9125 -4.4295
H8 -2.0582 -1.1439 -2.4672
H9 -3.8431 0.4843 -2.8556
H10 -5.3738 2.1942 -1.9989
H11 -6.3129 3.4694 -0.1128
H12 -5.5007 3.0462 2.1957
H13 -3.7789 1.3705 2.6166
H14 -4.3942 -1.8027 1.1726
H15 -5.9421 -3.2340 2.4111
H16 -5.6214 -3.6232 4.8430
H17 -3.7353 -2.5727 6.0193
H18 -1.7688 -1.1131 6.0018
H19 -0.1691 0.2762 4.7723
H20 1.7663 2.8584 3.1996
H21 3.9204 2.5538 4.4130
H22 5.7405 1.1500 5.0770
H23 5.8064 -0.5157 4.4838
H24 5.0111 -0.1570 6.0119
H25 3.5822 -1.6843 3.9241
H26 1.4565 -1.3920 2.7204
C35 3.0920 4.6719 -5.8365
C36 3.1411 4.1185 -4.4397
C37 2.1960 4.4830 -3.4903
C38 2.2386 3.9671 -2.2011
C39 3.2438 3.0764 -1.8672
C40 4.1962 2.6877 -2.8007
C41 4.1413 3.2133 -4.0768
S3 3.3016 2.4052 -0.2361
O3 4.3128 3.0490 0.5527
O4 1.9084 2.5468 0.2623
N1 3.4989 0.8558 -0.4824
C42 4.3275 0.0467 0.3926
C43 3.6505 -1.3027 0.5889
O5 4.2446 -2.2429 1.0619
O6 2.3831 -1.3459 0.2531
H27 2.2406 5.3380 -5.9671
H28 3.0124 3.8699 -6.5721
H29 4.0004 5.2325 -6.0630
H30 1.4039 5.1696 -3.7622
H31 1.4845 4.2257 -1.4699
H32 4.9508 1.9609 -2.5308
H33 4.8769 2.9099 -4.8124
H34 4.4728 0.4806 1.3865
H35 5.3072 -0.1337 -0.0511
Cl1 -0.7862 -0.0617 -4.7900
C44 0.0661 1.3119 -4.0430
Cl2 -0.9248 2.7650 -4.0791
C45 0.4650 0.9070 -2.6302
O7 1.4819 0.1767 -2.5237
O8 -0.1965 1.2703 -1.6360
H36 0.9608 1.4811 -4.6324

Results of the Mulliken charge analysis, in e, for atoms 1 through 6: 3.184, -1.521, 1.125, -0.939, -0.490, -0.671

***

The following is a quantum chemistry calculation of a molecular structure, C45H37Cl5N3P2S2Se2Ta, from OMol25.

highest occupied orbital energy: -7.846 eV
spin multiplicity: 1
E_tot: -10541.2846 Eh
molecular weight: 1262.03 g/mol

CARTESIAN COORDINATES (ANGSTROEM)
Ta1 0.0691 0.0869 1.3004
S1 -2.2871 -0.7931 0.2148
P1 -2.3928 -1.1785 2.1981
C1 -0.7712 -1.2868 2.8640
P2 0.0706 -2.6708 2.1840
S2 1.1198 -2.1375 0.4959
C2 1.2617 -3.2403 3.4304
C3 2.4814 -3.7990 3.0596
C4 3.3843 -4.2068 4.0306
C5 3.0734 -4.0569 5.3763
C6 1.8587 -3.4984 5.7501
C7 0.9568 -3.0829 4.7786
C8 -0.8413 -4.1821 1.7152
C9 -1.0203 -5.2035 2.6451
C10 -1.6849 -6.3683 2.2886
C11 -2.1757 -6.5192 1.0005
C12 -2.0004 -5.5034 0.0693
C13 -1.3348 -4.3380 0.4209
C14 -3.4250 -2.6166 2.6169
C15 -4.3019 -3.1563 1.6867
C16 -5.0818 -4.2566 2.0189
C17 -4.9875 -4.8190 3.2835
C18 -4.1080 -4.2832 4.2175
C19 -3.3216 -3.1912 3.8834
C20 -3.3348 0.1587 2.9971
C21 -3.3757 0.2400 4.3871
C22 -4.0726 1.2627 5.0096
C23 -4.7329 2.2185 4.2475
C24 -4.7046 2.1397 2.8623
C25 -4.0061 1.1127 2.2391
H1 2.7291 -3.9018 2.0103
H2 4.3357 -4.6315 3.7370
H3 3.7841 -4.3638 6.1333
H4 1.6198 -3.3703 6.7982
H5 0.0259 -2.6036 5.0580
H6 -0.6391 -5.0947 3.6529
H7 -1.8132 -7.1581 3.0175
H8 -2.6919 -7.4295 0.7225
H9 -2.3796 -5.6183 -0.9383
H10 -1.1886 -3.5498 -0.3063
H11 -4.3619 -2.7220 0.6952
H12 -5.7583 -4.6778 1.2862
H13 -5.5888 -5.6829 3.5375
H14 -4.0267 -4.7249 5.2026
H15 -2.6121 -2.7944 4.5996
H16 -2.8290 -0.4765 4.9866
H17 -4.0824 1.3275 6.0900
H18 -5.2602 3.0291 4.7347
H19 -5.2130 2.8848 2.2633
H20 -3.9635 1.0589 1.1585
Se1 3.4288 0.4837 -3.7388
Se2 2.3981 -0.9482 -2.2417
C26 0.6932 -1.1962 -3.1039
C27 0.5220 -2.2871 -3.9481
C28 -0.7254 -2.4890 -4.5150
C29 -1.7457 -1.6013 -4.2187
C30 -1.4746 -0.5463 -3.3608
N1 -0.2802 -0.3405 -2.8042
C31 3.3735 2.1534 -2.7590
C32 4.2361 3.1469 -3.2164
C33 4.2371 4.3592 -2.5546
C34 3.4005 4.5311 -1.4576
C35 2.5970 3.4689 -1.0822
N2 2.5725 2.2974 -1.7226
H21 1.3487 -2.9541 -4.1468
H22 -0.8971 -3.3291 -5.1765
H23 -2.7362 -1.7233 -4.6358
H24 -2.2494 0.1640 -3.0934
H25 4.8920 2.9664 -4.0588
H26 4.8947 5.1561 -2.8792
H27 3.3717 5.4618 -0.9084
H28 1.9322 3.5538 -0.2273
Cl1 -0.6600 1.9990 -0.9541
C36 -1.1563 2.7988 0.5300
C37 -0.8686 2.0729 1.6616
C38 -1.0617 2.7094 2.8866
Cl2 -0.5473 1.9095 4.3499
C39 -1.6231 3.9789 2.9575
Cl3 -1.8865 4.7258 4.4892
C40 -1.9733 4.6472 1.7802
Cl4 -2.7057 6.2077 1.8536
C41 -1.7108 4.0662 0.5430
Cl5 -2.0542 4.8831 -0.9368
C42 3.2195 0.4368 3.7176
C43 2.8968 1.1436 2.4000
C44 3.9551 0.8079 1.3507
C45 2.8018 2.6505 2.5995
N3 1.6288 0.6553 1.9168
H29 4.1451 0.8328 4.1417
H30 3.3389 -0.6391 3.5558
H31 2.4103 0.5824 4.4366
H32 4.9534 1.0287 1.7372
H33 3.7948 1.3867 0.4353
H34 3.9042 -0.2525 1.0943
H35 3.7594 3.0385 2.9554
H36 2.0315 2.8993 3.3319
H37 2.5575 3.1478 1.6555

Results of the natural (NBO) charge analysis, in e, for atoms 1 through 6: 1.625, -0.554, 1.349, -1.409, 1.423, -0.515

***

The following is a quantum chemistry calculation of a molecular structure, C45H38AsN4Re, from OMol25.

highest occupied orbital energy (spin up / spin down): -15.287 / -15.286 eV
net charge: +3
spin multiplicity: 2
E_tot: -4269.7531 Eh
molecular weight: 895.96 g/mol

CARTESIAN COORDINATES (ANGSTROEM)
Re1 -0.1484 0.2565 0.4124
C1 -0.9582 2.5357 2.4649
C2 -0.0583 1.5929 3.2788
C3 1.3464 1.6242 2.7477
C4 2.3621 2.1758 3.5176
C5 3.6401 2.2824 2.9977
C6 3.8532 1.8351 1.7008
C7 2.8016 1.2818 0.9992
N1 1.5647 1.1622 1.5033
N2 -1.5143 1.8981 1.2562
C8 -2.7433 1.1568 1.5855
C9 -3.1334 0.2250 0.4661
C10 -4.4642 -0.0997 0.2454
C11 -4.7895 -0.9830 -0.7732
C12 -3.7627 -1.5145 -1.5426
C13 -2.4573 -1.1550 -1.2551
N3 -2.1431 -0.3023 -0.2734
C14 -1.8295 2.9279 0.2365
C15 -0.9191 2.9102 -0.9673
C16 -1.0020 3.9392 -1.9025
C17 -0.2649 3.8685 -3.0706
C18 0.5502 2.7612 -3.2651
C19 0.5878 1.7846 -2.2924
N4 -0.1261 1.8542 -1.1634
H1 -0.3441 3.3873 2.1608
H2 -1.7696 2.9119 3.0981
H3 -0.4423 0.5665 3.2442
H4 -0.0581 1.9126 4.3202
H5 2.1464 2.5136 4.5197
H6 4.4407 2.7006 3.5871
H7 4.8246 1.9024 1.2389
H8 2.9451 0.9042 -0.0026
H9 -3.5773 1.8325 1.8144
H10 -2.5677 0.5472 2.4836
H11 -5.2320 0.3379 0.8662
H12 -5.8204 -1.2429 -0.9628
H13 -3.9711 -2.2012 -2.3496
H14 -1.6235 -1.5532 -1.8199
H15 -1.8270 3.9273 0.6887
H16 -2.8464 2.7703 -0.1459
H17 -1.6556 4.7758 -1.7217
H18 -0.3377 4.6405 -3.8208
H19 1.1256 2.6350 -4.1662
H20 1.1898 0.8967 -2.4143
C20 1.2221 -0.7656 -0.6716
C21 2.1429 -0.9995 -1.4636
C22 3.1281 -1.0445 -2.4571
C23 3.7514 0.1748 -2.8233
C24 4.6075 0.2253 -3.8968
C25 4.8785 -0.9300 -4.6278
C26 4.3081 -2.1441 -4.2522
C27 3.4470 -2.2111 -3.1785
H21 3.5339 1.0680 -2.2570
H22 5.0653 1.1616 -4.1801
H23 5.5307 -0.8808 -5.4844
H24 4.5428 -3.0330 -4.8180
H25 2.9911 -3.1438 -2.8880
C28 2.2810 -5.0698 3.9095
C29 1.4612 -4.3135 4.7341
C30 0.6999 -3.2882 4.1964
C31 0.7469 -3.0509 2.8277
C32 1.6026 -3.7757 2.0056
C33 2.3513 -4.8061 2.5472
As1 -0.5826 -1.9039 1.9753
C34 -1.6798 -3.2014 1.0463
C35 -1.3349 -3.9485 -0.0624
C36 -2.2471 -4.8636 -0.5791
C37 -3.5045 -4.9952 -0.0020
C38 -3.8493 -4.2713 1.1241
C39 -2.9285 -3.3820 1.6789
C40 -3.0960 -2.6466 2.9243
C41 -4.1807 -2.7629 3.7925
C42 -4.1801 -2.0925 5.0027
C43 -3.0985 -1.3074 5.3774
C44 -2.0118 -1.1721 4.5217
C45 -2.0083 -1.8286 3.3017
H26 2.8724 -5.8673 4.3353
H27 1.3978 -4.5278 5.7919
H28 0.0489 -2.7057 4.8366
H29 1.6592 -3.5357 0.9487
H30 2.9835 -5.4102 1.9124
H31 -0.3592 -3.8268 -0.5190
H32 -1.9768 -5.4786 -1.4247
H33 -4.2109 -5.6921 -0.4215
H34 -4.8166 -4.4207 1.5785
H35 -5.0104 -3.4012 3.5340
H36 -5.0156 -2.1983 5.6754
H37 -3.0897 -0.8051 6.3326
H38 -1.1599 -0.5771 4.8340

Results of the Mulliken charge analysis, in e, for atoms 1 through 6: 3.250, -1.165, 0.130, 0.879, -1.026, -0.602